Computed, not measured: C4H7NO2 in the gas phase, with wB97M-V/def2-TZVPD.

Geometry (Å):
1 C 2.159417 -0.315776 -0.945617
2 N 0.759162 -0.310628 -0.578051
3 C 0.429094 -0.938116 0.460496
4 O -0.845553 -1.029498 0.905079
5 C -1.843347 -0.242668 0.315417
6 C -1.656838 1.240221 0.474110
7 O -2.807852 -0.784697 -0.132660
8 H 2.794443 -0.903918 -0.264628
9 H 2.261730 -0.720942 -1.957207
10 H 2.531500 0.713716 -0.968369
11 H 1.096289 -1.507270 1.116964
12 H -1.935866 1.511029 1.498889
13 H -2.319955 1.755487 -0.221194
14 H -0.622224 1.533059 0.296770

Atoms 1-2, force components in eV/Å:
C 0.194 0.000 -0.079
N -0.167 -0.260 0.401

## Properties
Frontier orbital gap in Eh: 0.4152
Highest occupied orbital energy in Ha: -0.380
Structure (SMILES): C/N=C/OC(C)=O
LUMO in eV: 1.0
Energy above the lowest of the compared OMol25 structures with the same formula, charge and spin in kJ/mol: 112.4

Löwdin atomic charge list, values in e, 8 entries: -0.128 0.011 -0.236 0.038 -0.481 0.012 0.149 0.074